No. 1
{
  "formula": "C4H8O",
  "method": "the ωB97M-V functional and the def2-TZVPD basis",
  "species": ["O", "C", "C", "C", "C", "H", "H", "H", "H", "H", "H", "H", "H"],
  "xyz": [[1.62, -0.97, 0.82], [1.27, 0.33, 0.36], [0.01, 0.36, -0.50], [-1.34, 0.65, 0.11], [-1.00, -0.74, -0.33], [1.74, -1.52, 0.04], [2.10, 0.77, -0.20], [1.14, 0.93, 1.27], [0.15, 0.74, -1.51], [-1.37, 0.84, 1.18], [-2.05, 1.22, -0.48], [-0.78, -1.47, 0.44], [-1.50, -1.14, -1.22]],
  "largest_force_ev_per_a": 0.36,
  "lumo_energy_ev": 1.1,
  "smiles": "OCC1CC1"
}

=====

No. 2
{
  "formula": "C4H8O",
  "method": "the ωB97M-V functional and the def2-TZVPD basis",
  "species": ["C", "C", "C", "H", "H", "H", "H", "H", "H", "C", "O", "H", "H"],
  "xyz": [[0.10, -0.39, -1.46], [1.19, 0.09, -0.96], [0.84, -1.30, -0.52], [-0.74, -0.29, -2.13], [1.91, 0.89, -0.89], [0.45, -1.45, 0.50], [1.40, -2.15, -0.90], [0.81, 1.33, 1.78], [1.55, 1.40, 1.69], [-1.92, 0.52, 0.70], [-1.52, 1.09, 1.68], [-2.43, 1.05, -0.12], [-1.82, -0.58, 0.58]],
  "largest_force_ev_per_a": 0.57,
  "lumo_energy_ev": 0.8,
  "smiles": "C1=CC1.[H][H].C=O"
}

=====

No. 3
{
  "formula": "C4H8O",
  "method": "the ωB97M-V functional and the def2-TZVPD basis",
  "species": ["C", "C", "C", "C", "O", "H", "H", "H", "H", "H", "H", "H", "H"],
  "xyz": [[-0.58, 1.60, 1.05], [-0.78, 1.30, -0.38], [0.76, -0.66, -0.97], [0.67, -1.97, -0.34], [-0.21, -0.93, 0.07], [-1.11, 1.00, 1.80], [0.47, 1.72, 1.34], [-1.01, 2.62, 1.06], [-1.77, 0.82, -0.48], [0.35, -0.49, -1.96], [1.55, 0.03, -0.69], [1.40, -2.25, 0.41], [0.18, -2.79, -0.86]],
  "largest_force_ev_per_a": 0.55,
  "lumo_energy_ev": 0.6
}

=====

No. 4
{
  "formula": "C4H8O",
  "method": "the ωB97M-V functional and the def2-TZVPD basis",
  "species": ["C", "C", "O", "H", "H", "H", "H", "C", "C", "H", "H", "H", "H"],
  "xyz": [[0.35, -1.81, -1.38], [0.81, -0.54, -1.15], [1.75, -0.38, -0.22], [-0.11, -2.18, -2.40], [0.22, -2.65, -0.57], [0.66, 0.36, -1.80], [2.50, 0.03, -0.66], [-0.46, 0.96, 1.60], [-1.70, 1.32, 1.18], [0.37, 0.49, 0.98], [0.00, 1.26, 2.52], [-2.13, 1.07, 0.16], [-2.27, 2.07, 1.73]],
  "largest_force_ev_per_a": 3.45,
  "lumo_energy_ev": 0.8,
  "smiles": "C=CO.C=C"
}

=====

HOMO level: -0.373; -0.357; -0.302; -0.332 (Ha)
ΔE to the lowest compared entry with this formula, charge and spin: 27.1; 106.3; 132.2; 75.4 (kcal per mole)
Orbital gap: 11.22; 10.50; 8.84; 9.83 (eV)